ORCA calculation (ωB97M-V with the def2-TZVPD basis set) on 3 unconnected molecules or ions with the total composition H6O3 at a distorted geometry.

Computed properties:
- LUMO (alpha / beta): 4.1628 / 4.0935 eV
- Spin multiplicity: 2
- <S²>: 0.750
- Kohn-Sham gap (alpha / beta): 3.41 / 11.34 eV
- Electronic energy: -229.278554 a.u.
- Maximum force: 1.56 eV Å⁻¹
- Total charge: -1

CARTESIAN COORDINATES (ANGSTROEM)
1 O 1.53 0.49 -0.86
2 H 1.57 -0.45 -0.99
3 H 0.67 0.75 -1.20
4 O -2.94 0.42 -0.49
5 H -3.45 0.05 -1.22
6 H -2.08 0.60 -0.87
7 O 1.24 -0.56 2.09
8 H 1.45 -0.20 1.23
9 H 2.01 -1.10 2.31

Results of the Mulliken charge analysis, in e, for atoms 1 through 2: atom 1 (O): -1.61, atom 2 (H): 0.64